## w
# C14H42O7

A cluster of 7 separate species, C14H42O7 in total (ωB97M-V with the def2-TZVPD basis set, OMol25).

The geometry in ORCA input format:
```
! wB97M-V def2-TZVPD RIJCOSX def2/J DEFGRID3
* xyz 0 1
C 16.46 1.77 32.96
C 17.58 2.18 33.91
O 17.36 3.46 34.46
H 16.61 0.79 32.50
H 16.27 2.47 32.16
H 15.53 1.80 33.52
H 18.51 2.03 33.36
H 17.66 1.55 34.79
H 18.18 3.73 34.88
C 8.77 12.28 24.61
C 8.65 12.79 26.09
O 9.78 12.45 26.77
H 9.63 12.72 24.11
H 7.84 12.58 24.12
H 8.91 11.20 24.61
H 7.82 12.31 26.60
H 8.49 13.86 26.25
H 10.46 13.00 26.38
C 20.33 7.24 28.18
C 18.90 6.90 28.59
O 18.62 7.83 29.56
H 20.63 6.69 27.29
H 21.04 6.96 28.95
H 20.42 8.30 27.92
H 18.87 5.88 28.96
H 18.20 6.99 27.76
H 17.85 7.44 29.98
C 11.94 5.71 28.30
C 11.63 7.17 28.75
O 11.00 7.84 27.63
H 12.58 5.77 27.42
H 11.02 5.18 28.07
H 12.52 5.24 29.10
H 12.55 7.69 29.01
H 10.99 7.27 29.63
H 11.03 8.79 27.71
C 13.38 9.66 33.61
C 14.14 8.47 34.18
O 14.88 7.73 33.19
H 12.89 10.20 34.42
H 12.61 9.42 32.89
H 14.04 10.35 33.08
H 13.41 7.84 34.70
H 14.83 8.75 34.96
H 15.31 7.00 33.65
C 16.62 3.90 22.73
C 17.88 4.62 23.15
O 18.95 4.10 22.41
H 15.73 4.37 23.14
H 16.69 2.87 23.10
H 16.57 3.86 21.64
H 18.17 4.51 24.19
H 17.66 5.68 22.98
H 18.84 4.33 21.49
C 4.27 6.74 27.51
C 5.73 7.09 27.63
O 6.53 6.52 26.58
H 4.13 5.72 27.87
H 3.96 6.76 26.46
H 3.72 7.39 28.19
H 6.16 6.81 28.60
H 5.86 8.17 27.54
H 7.41 6.89 26.70
*
```

The structure (SMILES) is CCO.CCO.CCO.CCO.CCO.CCO.CCO. For the orbital gap, the calculation gives 10.3523 eV.

Here are the natural (NBO) charges for atoms 1 to 4, given in e: -0.632, -0.063, -0.724, 0.216

---

## x
# C14H42O7

A cluster of 7 separate species, C14H42O7 in total (ωB97M-V with the def2-TZVPD basis set, OMol25).

The geometry in ORCA input format:
```
! wB97M-V def2-TZVPD RIJCOSX def2/J DEFGRID3
* xyz 0 1
C -14.88 -7.07 -4.49
C -16.13 -6.25 -4.22
O -16.82 -6.67 -3.04
H -14.27 -6.60 -5.27
H -15.15 -8.05 -4.89
H -14.39 -7.31 -3.55
H -16.78 -6.30 -5.11
H -15.96 -5.17 -4.11
H -16.56 -5.97 -2.41
C -14.12 -5.53 -8.75
C -12.85 -4.70 -8.53
O -11.74 -5.60 -8.25
H -14.92 -4.81 -8.96
H -14.35 -6.01 -7.81
H -13.99 -6.22 -9.58
H -12.89 -4.05 -7.67
H -12.55 -4.18 -9.45
H -11.81 -6.34 -8.85
C -17.74 -8.16 2.19
C -16.84 -8.62 1.07
O -16.80 -7.69 -0.03
H -18.71 -7.88 1.77
H -17.31 -7.41 2.85
H -17.93 -9.03 2.83
H -17.22 -9.61 0.79
H -15.78 -8.76 1.34
H -16.62 -8.19 -0.83
C -17.68 -4.48 0.81
C -16.27 -4.18 0.31
O -15.91 -5.11 -0.70
H -18.35 -4.44 -0.04
H -18.03 -3.81 1.59
H -17.67 -5.50 1.21
H -15.58 -4.19 1.16
H -16.33 -3.22 -0.20
H -16.14 -6.03 -0.45
C -19.98 -4.16 -2.79
C -20.43 -5.17 -3.86
O -21.45 -4.63 -4.69
H -20.19 -3.19 -3.21
H -18.95 -4.41 -2.55
H -20.62 -4.32 -1.92
H -20.72 -6.10 -3.37
H -19.59 -5.40 -4.53
H -22.21 -5.22 -4.68
C -18.19 -6.68 -7.81
C -18.75 -7.64 -8.88
O -18.17 -8.93 -8.71
H -17.09 -6.65 -7.83
H -18.41 -6.99 -6.79
H -18.58 -5.68 -8.02
H -18.54 -7.20 -9.85
H -19.81 -7.74 -8.66
H -17.26 -8.94 -9.02
C -19.05 -10.14 -5.42
C -18.09 -9.36 -4.55
O -18.76 -8.84 -3.42
H -18.48 -10.75 -6.13
H -19.67 -9.56 -6.11
H -19.62 -10.87 -4.85
H -17.47 -8.63 -5.08
H -17.34 -10.10 -4.23
H -18.13 -8.20 -3.05
*
```

The structure (SMILES) is CCO.CCO.CCO.CCO.CCO.CCO.CCO. For the orbital gap, the calculation gives 10.2717 eV.

Here are the natural (NBO) charges for atoms 1 to 4, given in e: -0.639, -0.070, -0.778, 0.216

---

Most stable: x

---

## w
# C14H42O7

A cluster of 7 separate species, C14H42O7 in total (ωB97M-V with the def2-TZVPD basis set, OMol25).

The geometry in ORCA input format:
```
! wB97M-V def2-TZVPD RIJCOSX def2/J DEFGRID3
* xyz 0 1
C -2.88 7.07 3.12
C -2.97 8.51 2.47
O -4.36 8.73 2.39
H -1.93 7.00 3.64
H -2.91 6.20 2.46
H -3.61 6.80 3.88
H -2.55 8.52 1.47
H -2.57 9.35 3.04
H -4.43 9.67 2.23
C -8.03 -2.78 -1.45
C -7.23 -1.89 -2.38
O -7.72 -1.90 -3.71
H -9.09 -2.53 -1.56
H -7.79 -2.79 -0.39
H -7.87 -3.80 -1.81
H -6.20 -2.22 -2.46
H -7.12 -0.92 -1.89
H -7.05 -1.44 -4.24
C 6.73 -2.73 5.53
C 5.68 -3.01 4.57
O 4.78 -1.82 4.54
H 6.41 -2.28 6.47
H 7.49 -2.15 5.00
H 7.29 -3.64 5.74
H 5.16 -3.94 4.79
H 6.13 -3.14 3.59
H 4.39 -1.80 3.66
C 7.30 -0.58 0.23
C 7.47 -1.78 -0.74
O 8.81 -2.28 -0.70
H 8.00 0.21 -0.05
H 7.72 -0.82 1.21
H 6.26 -0.31 0.38
H 7.08 -1.45 -1.70
H 6.91 -2.67 -0.50
H 9.10 -2.46 -1.59
C -4.01 5.95 -3.63
C -4.56 4.63 -4.20
O -3.43 3.83 -4.32
H -3.35 6.48 -4.31
H -3.50 5.74 -2.69
H -4.92 6.53 -3.52
H -5.14 4.86 -5.10
H -5.24 4.20 -3.47
H -3.00 4.22 -5.09
C 1.14 -6.08 -2.23
C 2.10 -6.64 -1.17
O 2.75 -5.65 -0.41
H 0.40 -5.40 -1.81
H 0.61 -6.86 -2.77
H 1.65 -5.49 -2.99
H 2.98 -7.11 -1.61
H 1.55 -7.34 -0.54
H 3.52 -6.06 0.00
C -1.41 0.16 0.41
C -0.51 -0.93 0.67
O 0.84 -0.62 0.54
H -1.03 0.66 -0.48
H -1.44 0.80 1.29
H -2.43 -0.21 0.30
H -0.58 -1.76 -0.04
H -0.72 -1.42 1.61
H 1.30 -1.43 0.33
*
```

The structure (SMILES) is CCO.CCO.CCO.CCO.CCO.CCO.CCO. For the orbital gap, the calculation gives 10.2178 eV.

Here are the natural (NBO) charges for atoms 1 to 4, given in e: -0.640, -0.059, -0.717, 0.204

---

## x
# C14H42O7

A cluster of 7 separate species, C14H42O7 in total (ωB97M-V with the def2-TZVPD basis set, OMol25).

The geometry in ORCA input format:
```
! wB97M-V def2-TZVPD RIJCOSX def2/J DEFGRID3
* xyz 0 1
C 2.91 -2.46 -2.08
C 3.70 -1.64 -1.09
O 2.87 -0.68 -0.47
H 2.50 -1.76 -2.75
H 2.14 -2.94 -1.50
H 3.65 -3.06 -2.62
H 4.56 -1.17 -1.63
H 4.30 -2.32 -0.44
H 2.81 0.13 -1.01
C 4.42 2.87 -1.41
C 2.92 3.17 -1.50
O 2.27 1.92 -1.24
H 4.71 2.60 -0.42
H 4.94 3.85 -1.68
H 4.60 2.07 -2.19
H 2.64 3.50 -2.49
H 2.51 3.94 -0.84
H 1.49 2.08 -0.64
C 2.77 -3.24 3.03
C 3.54 -2.13 2.37
O 3.60 -0.91 3.15
H 1.71 -3.01 3.05
H 3.09 -3.50 4.00
H 2.85 -4.15 2.44
H 3.19 -1.82 1.36
H 4.55 -2.44 2.22
H 3.61 -0.24 2.47
C 0.34 0.48 2.16
C -0.18 1.82 1.94
O -0.08 2.22 0.62
H 1.35 0.45 1.78
H -0.26 -0.32 1.62
H 0.35 0.28 3.20
H 0.40 2.56 2.48
H -1.25 1.90 2.34
H -0.53 1.59 0.06
C -0.97 -1.83 -2.36
C -0.47 -1.15 -1.12
O -1.27 -0.02 -0.75
H -0.87 -1.03 -3.05
H -1.87 -2.26 -2.14
H -0.28 -2.57 -2.83
H 0.52 -0.71 -1.39
H -0.30 -1.82 -0.25
H -2.18 -0.25 -0.62
C -3.43 -1.24 1.88
C -4.26 -2.00 0.89
O -4.32 -1.31 -0.40
H -3.81 -0.21 2.12
H -2.44 -1.01 1.44
H -3.30 -1.72 2.84
H -5.27 -2.22 1.33
H -3.87 -2.99 0.66
H -4.55 -0.36 -0.25
C -6.07 2.83 -0.86
C -4.68 3.00 -1.37
O -3.92 1.83 -1.08
H -6.20 2.80 0.21
H -6.40 1.86 -1.29
H -6.72 3.64 -1.19
H -4.27 3.88 -0.91
H -4.74 3.24 -2.45
H -3.04 1.98 -1.38
*
```

The structure (SMILES) is CCO.CCO.CCO.CCO.CCO.CCO.CCO. For the orbital gap, the calculation gives 10.4164 eV.

Here are the natural (NBO) charges for atoms 1 to 4, given in e: -0.632, -0.061, -0.773, 0.199

---

Most stable: x

---

## w
# C4H11NO2

A cluster of 2 separate species, C4H11NO2 in total (ωB97M-V with the def2-TZVPD basis set, OMol25).

The geometry in ORCA input format:
```
! wB97M-V def2-TZVPD RIJCOSX def2/J DEFGRID3
* xyz -1 2
C 1.07 1.76 0.43
N 0.17 0.84 0.05
C -0.17 0.54 -1.32
C 0.20 -0.88 -1.72
C -0.66 -1.94 -1.03
O 1.66 2.52 -0.33
H 1.22 1.78 1.51
H -0.39 0.40 0.78
H 0.32 1.23 -1.99
H -1.24 0.70 -1.44
H 1.24 -1.04 -1.44
H 0.16 -1.04 -2.80
H -0.30 -2.94 -1.25
H -0.63 -1.84 0.05
H -1.70 -1.89 -1.36
H -0.02 1.01 4.58
H -0.89 0.14 3.62
O -0.05 0.65 3.67
*
```

The expectation value of S² is 0.750. For the orbital gap (spin up / spin down), the calculation gives 2.8170 / 9.9200 eV.

Here are the natural (NBO) charges for atoms 1 to 4, given in e: 0.505, -0.641, -0.237, -0.400

---

## x
# C4H11NO2

A cluster of 2 separate species, C4H11NO2 in total (ωB97M-V with the def2-TZVPD basis set, OMol25).

The geometry in ORCA input format:
```
! wB97M-V def2-TZVPD RIJCOSX def2/J DEFGRID3
* xyz -1 2
C 0.40 -1.61 -2.04
N -0.84 -0.79 -1.88
C 0.04 1.01 -0.63
C -0.87 -0.18 -0.56
C -0.37 -1.20 0.56
O -1.25 -2.01 0.86
H 0.95 -1.20 -2.95
H -0.08 -2.68 -2.03
H 1.14 -1.58 -1.23
H -0.92 -0.04 -2.50
H -0.54 1.84 -0.12
H 0.39 1.28 -1.66
H 0.96 1.05 -0.12
H -2.05 -0.05 -0.51
H 0.75 -0.95 0.87
H 0.73 2.79 5.31
H 0.87 2.28 3.87
O 0.69 2.03 4.77
*
```

The expectation value of S² is 0.753. For the orbital gap (spin up / spin down), the calculation gives 2.9667 / 6.6678 eV.

Here are the natural (NBO) charges for atoms 1 to 4, given in e: -0.459, -0.656, -0.661, -0.167

---

Most stable: w

---

## w
# C3H13N2O3

A cluster of 3 separate species, C3H13N2O3 in total (ωB97M-V with the def2-TZVPD basis set, OMol25).

The geometry in ORCA input format:
```
! wB97M-V def2-TZVPD RIJCOSX def2/J DEFGRID3
* xyz 1 1
N -1.04 -0.09 1.19
C 0.22 -0.94 0.90
C 1.13 -0.35 -0.19
N 1.79 -1.22 -1.01
C 1.93 -2.75 -1.01
O 1.09 0.86 -0.27
H -0.88 0.79 1.46
H -1.44 -0.56 2.09
H -1.76 -0.19 0.52
H 0.73 -0.93 1.86
H -0.01 -2.02 0.70
H 2.66 -0.93 -1.40
H 0.95 -3.07 -0.77
H 2.55 -3.09 -0.13
H 2.41 -3.01 -1.97
H -3.59 1.08 -0.51
H -3.64 1.83 0.73
O -3.55 0.89 0.46
H 0.25 3.12 0.36
H 0.25 2.96 -1.07
O -0.46 2.92 -0.37
*
```

For the orbital gap, the calculation gives 10.3271 eV.

Here are the natural (NBO) charges for atoms 1 to 4, given in e: -0.632, -0.322, 0.652, -0.601

---

## x
# C3H13N2O3

A cluster of 3 separate species, C3H13N2O3 in total (ωB97M-V with the def2-TZVPD basis set, OMol25).

The geometry in ORCA input format:
```
! wB97M-V def2-TZVPD RIJCOSX def2/J DEFGRID3
* xyz 1 1
C 1.16 -0.15 1.04
C -0.10 -0.05 1.93
C -1.30 -0.84 1.34
N -2.43 -0.91 2.08
O -1.23 -1.48 0.29
N 0.91 0.11 -0.38
H 1.65 -1.11 1.21
H 1.93 0.48 1.50
H 0.21 -0.26 2.95
H -0.45 0.98 2.07
H -2.65 -0.24 2.80
H -3.27 -1.15 1.58
H 0.51 1.03 -0.57
H 0.12 -0.55 -0.66
H 1.76 -0.05 -0.89
H 0.14 -0.96 -3.26
H 1.50 -0.63 -3.49
O 0.75 -0.25 -2.99
H 0.89 2.74 -2.70
H 1.44 3.47 -1.39
O 1.32 2.62 -1.85
*
```

For the orbital gap, the calculation gives 11.2877 eV.

Here are the natural (NBO) charges for atoms 1 to 4, given in e: -0.244, -0.533, 0.681, -0.782

---

Most stable: x

---

## w
# CH12O4S2

A cluster of 5 separate species, CH12O4S2 in total (ωB97M-V with the def2-TZVPD basis set, OMol25).

The geometry in ORCA input format:
```
! wB97M-V def2-TZVPD RIJCOSX def2/J DEFGRID3
* xyz 0 1
C 4.05 -4.48 1.24
S 5.02 -4.00 -0.19
S 5.94 -2.24 0.44
H 2.99 -4.28 1.11
H 4.34 -4.05 2.20
H 4.13 -5.56 1.38
H 6.70 -2.83 1.38
O -4.57 0.71 -2.07
H -5.50 0.58 -2.25
H -4.33 0.65 -1.15
O -4.01 0.68 0.63
H -3.39 1.38 0.38
H -4.00 0.54 1.58
O -2.53 3.51 0.69
H -2.52 3.76 -0.24
H -1.95 4.08 1.21
O 0.13 3.78 -1.87
H 0.09 4.59 -2.37
H -0.59 3.17 -2.08
*
```

The structure (SMILES) is CSS.O.O.O.O. For the orbital gap, the calculation gives 9.2379 eV.

Here are the natural (NBO) charges for atoms 1 to 4, given in e: -0.772, 0.099, -0.128, 0.220

---

## x
# CH12O4S2

A cluster of 6 separate species, CH12O4S2 in total (ωB97M-V with the def2-TZVPD basis set, OMol25).

The geometry in ORCA input format:
```
! wB97M-V def2-TZVPD RIJCOSX def2/J DEFGRID3
* xyz 0 1
C -0.59 -0.08 -0.04
S -1.87 -0.44 1.16
S 2.47 0.60 -1.17
H 0.41 0.07 0.36
H -0.99 0.89 -0.43
H -0.59 -0.77 -0.89
H 3.72 0.83 -1.60
H -3.57 -2.64 -0.85
H -2.53 -2.41 0.16
O -2.96 -3.14 -0.30
H 1.26 1.76 1.89
H 1.90 2.20 0.49
O 1.29 2.42 1.18
H 1.09 0.19 -2.75
H 0.49 0.58 -4.16
O 0.41 -0.01 -3.41
H 0.24 0.99 3.48
H -0.50 0.12 2.56
O 0.43 0.35 2.79
*
```

For the orbital gap, the calculation gives 3.1768 eV.

Here are the natural (NBO) charges for atoms 1 to 4, given in e: -0.821, 0.231, -0.307, 0.283

---

Most stable: w

---

## w
# CH12O4S2

A cluster of 5 separate species, CH12O4S2 in total (ωB97M-V with the def2-TZVPD basis set, OMol25).

The geometry in ORCA input format:
```
! wB97M-V def2-TZVPD RIJCOSX def2/J DEFGRID3
* xyz 0 1
C 1.97 -2.46 -0.84
S 2.23 -1.24 -2.13
S 0.35 -0.64 -2.76
H 2.39 -2.15 0.12
H 2.46 -3.39 -1.13
H 0.92 -2.67 -0.66
H 0.37 0.54 -2.12
O 1.01 1.69 1.39
H 1.89 1.32 1.41
H 0.38 1.03 1.74
O -0.92 0.14 2.26
H -1.24 0.28 3.16
H -1.67 0.21 1.65
O -2.54 0.09 0.12
H -3.28 -0.16 -0.42
H -2.08 0.79 -0.39
O -0.96 1.90 -0.57
H -0.18 1.93 0.04
H -1.11 2.80 -0.87
*
```

The structure (SMILES) is CSS.O.O.O.O. For the orbital gap, the calculation gives 9.2021 eV.

Here are the natural (NBO) charges for atoms 1 to 4, given in e: -0.769, 0.078, -0.141, 0.217

---

## x
# CH12O4S2

A cluster of 6 separate species, CH12O4S2 in total (ωB97M-V with the def2-TZVPD basis set, OMol25).

The geometry in ORCA input format:
```
! wB97M-V def2-TZVPD RIJCOSX def2/J DEFGRID3
* xyz 0 1
C 1.01 0.37 1.92
S 1.15 1.76 0.87
S -1.32 -1.86 0.77
H 1.85 0.49 2.61
H 0.08 0.27 2.46
H 1.18 -0.57 1.33
H -1.93 -2.91 1.34
H -0.92 2.29 0.12
H -2.14 3.15 -0.26
O -1.89 2.27 0.05
H 1.34 0.74 -1.15
H 0.48 0.30 -2.34
O 1.29 0.08 -1.86
H 2.03 -1.60 -1.10
H 0.93 -2.47 -0.56
O 1.88 -2.46 -0.69
H -1.35 -0.60 -0.93
H -2.01 0.74 -1.02
O -1.67 0.02 -1.59
*
```

For the orbital gap, the calculation gives 3.6921 eV.

Here are the natural (NBO) charges for atoms 1 to 4, given in e: -0.834, 0.141, -0.253, 0.285

---

Most stable: w